Record 1
C25H52Cu2O23 | the ωB97M-V functional and the def2-TZVPD basis

Output
* HOMO level: -0.275 Ha
* frontier orbital gap: 7.2365 eV

Cartesian coordinates (Å):
1 Cu -0.078 1.101 -0.250
2 Cu 0.234 -2.285 -0.122
3 C 3.370 -0.571 0.685
4 C 3.008 -0.103 -0.746
5 O 1.641 -0.415 -0.955
6 H 3.207 -1.637 0.844
7 H 2.857 -0.138 1.544
8 H 4.382 -0.272 0.960
9 H 3.660 -0.612 -1.456
10 H 3.303 0.929 -0.935
11 C -1.959 0.819 2.514
12 C -1.636 -0.619 2.051
13 O -1.343 -0.650 0.697
14 H -1.316 1.616 2.141
15 H -2.171 0.927 3.577
16 H -2.919 1.169 2.133
17 H -2.371 -1.345 2.400
18 H -0.737 -0.923 2.587
19 C -5.621 -0.930 -0.471
20 O -6.084 -1.515 0.734
21 C -7.300 -2.092 0.885
22 O -8.197 -2.061 0.066
23 O -7.471 -2.516 2.088
24 C -8.491 -3.532 2.535
25 H -6.184 -0.007 -0.611
26 H -5.894 -1.580 -1.302
27 H -4.577 -0.620 -0.501
28 H -9.384 -3.660 1.923
29 H -8.941 -3.118 3.437
30 H -8.153 -4.477 2.958
31 C 3.243 -3.936 8.407
32 O 2.493 -3.150 7.413
33 C 2.795 -3.173 6.092
34 O 3.361 -4.068 5.492
35 O 2.094 -2.265 5.534
36 C 1.997 -2.134 4.078
37 H 3.927 -3.432 9.090
38 H 3.930 -4.561 7.836
39 H 2.542 -4.545 8.978
40 H 2.952 -2.082 3.555
41 H 1.430 -1.287 3.691
42 H 1.781 -3.115 3.657
43 C -2.132 -3.541 -1.582
44 O -0.868 -4.044 -1.826
45 C -0.255 -3.815 -2.937
46 O -0.727 -3.085 -3.793
47 O 0.857 -4.509 -3.021
48 C 1.867 -4.221 -3.994
49 H -2.865 -3.949 -2.278
50 H -2.218 -2.460 -1.481
51 H -2.516 -3.969 -0.656
52 H 1.955 -4.917 -4.828
53 H 2.821 -4.268 -3.469
54 H 1.883 -3.208 -4.397
55 C 3.454 3.514 3.433
56 O 4.364 2.778 4.218
57 C 3.783 1.876 5.076
58 O 2.575 1.541 5.100
59 O 4.763 1.348 5.782
60 C 4.429 0.171 6.654
61 H 3.829 4.425 2.967
62 H 2.666 3.966 4.035
63 H 2.888 2.852 2.778
64 H 3.865 -0.611 6.146
65 H 3.991 0.446 7.614
66 H 5.367 -0.313 6.925
67 C 1.167 -0.347 -5.139
68 O 1.005 -0.039 -6.529
69 C 1.731 0.892 -7.088
70 O 2.315 1.865 -6.499
71 O 1.648 0.758 -8.359
72 C 2.104 1.790 -9.161
73 H 2.056 -0.977 -5.173
74 H 0.318 -0.934 -4.791
75 H 1.148 0.433 -4.377
76 H 1.741 1.634 -10.177
77 H 3.194 1.793 -9.179
78 H 1.699 2.694 -8.707
79 C -0.282 2.839 -4.989
80 O -1.473 2.595 -4.324
81 C -1.560 2.057 -3.150
82 O -0.652 1.709 -2.385
83 O -2.858 2.069 -2.853
84 C -3.234 1.469 -1.606
85 H -0.149 3.886 -5.263
86 H -0.296 2.220 -5.886
87 H 0.668 2.563 -4.532
88 H -3.001 0.411 -1.483
89 H -4.311 1.309 -1.561
90 H -2.877 2.025 -0.739
91 C 1.969 4.172 -1.762
92 O 0.924 4.956 -1.234
93 C -0.016 4.580 -0.285
94 O 0.049 3.480 0.351
95 O -1.090 5.539 -0.217
96 C -2.214 5.403 0.652
97 H 2.679 4.772 -2.332
98 H 1.627 3.636 -2.648
99 H 2.449 3.600 -0.967
100 H -2.786 4.491 0.485
101 H -3.082 6.056 0.560
102 H -1.762 5.461 1.643

Atomic forces in eV per Å
0.1810 -1.2996 -0.0738
-0.0642 2.2989 -0.0111
0.7831 0.7199 0.2730
-1.3475 -1.4338 1.3449
-0.6434 0.3518 0.0261
0.3170 -0.2378 -0.4724
-0.9192 0.6050 -0.4728
0.5980 -0.5155 -0.2610
0.1092 -0.6454 -0.1550
-0.5020 0.6430 0.3816
-1.4956 -0.0317 -0.1169
1.3977 1.1595 0.3743
0.6703 -0.5455 -1.6131
0.7989 -0.3606 0.2201
0.7134 -0.1664 0.3178
-0.4471 -0.3857 -0.5683
-0.6924 0.0435 -0.2837
0.3564 -0.0135 0.5620
-1.9292 0.4589 -0.9330
0.7294 -0.9452 1.6738
-1.4189 1.5315 -2.7538
0.8956 -0.2750 -0.3846
0.1128 -2.6205 3.1902
-0.7796 1.6573 0.6400
-0.1479 0.1227 -0.1705
0.3171 -0.0090 -0.1227
0.0372 -0.8710 0.8901
0.7323 0.0851 -0.8820
0.2958 0.7045 0.0138
1.1456 0.0410 -1.0494
0.3571 -0.7911 -1.7505
1.0050 0.6045 1.4643
-0.1588 -3.7009 0.0881
0.6725 0.7389 0.7896
-1.5269 3.5290 -1.7935
1.5541 -1.6144 -0.5217
-0.6181 1.0888 -0.1743
-0.2813 -0.4679 -0.0118
-0.0483 0.1834 -0.2472
0.7824 0.7210 0.8404
-0.4621 -0.2654 1.0298
-1.2691 -0.0049 0.2680
-2.6550 -0.0121 0.3493
1.2451 -1.2886 2.8222
-0.7739 1.8066 -3.5689
0.7799 -0.3679 0.3334
0.7366 -0.4957 0.3020
1.1712 0.6688 -0.0510
0.2202 0.4202 -0.6321
0.3881 0.0413 -0.3359
0.6868 0.0192 0.3496
-0.7653 -0.2280 0.2226
-0.1304 -0.2970 0.2743
-0.8686 0.0134 0.1245
-2.1050 0.5128 0.1708
-0.2858 -0.4231 1.0990
-2.6893 -0.7950 -1.1421
3.6178 1.3250 -0.0499
-0.1892 -1.5613 1.3859
0.7044 0.2664 -0.3465
1.0781 -0.7460 -0.2882
-0.1047 -0.3009 0.6089
0.4180 0.0938 -0.4597
-0.3986 0.6720 -0.2051
-0.4251 0.4354 -0.4591
0.3507 0.5074 -0.3647
0.0159 -0.9576 0.4564
-0.8514 -0.1411 0.5369
1.6223 4.0732 3.4045
-1.6604 -3.3319 -1.6898
-0.6061 -1.9304 -1.4958
0.4836 1.1886 -0.4044
0.0913 0.2101 0.9658
-0.0592 -0.4059 -0.7471
0.7871 0.6100 -0.6892
-0.1445 -0.0640 0.2272
-0.0096 0.2739 0.0756
0.3852 0.3980 -0.5126
2.0354 -0.2988 -1.3762
-0.5225 0.3699 -0.3284
0.7288 -0.0113 2.4491
-1.1203 0.4136 -1.4520
-0.3523 -0.8728 0.6768
-0.6194 -0.8783 0.4779
-0.5968 0.0373 0.0496
-0.1322 0.3029 -0.1799
-0.4304 -0.2201 0.8093
1.3749 0.0861 -0.3453
-0.2368 1.2714 -0.4090
0.0404 0.0215 -0.1566
0.2728 -0.8570 -0.4843
-3.2256 1.8024 1.7900
-0.3294 -2.7551 0.2995
-0.6044 4.1090 -2.0463
2.8795 -1.0612 -1.8903
0.3373 -1.6977 1.2148
0.1479 0.9806 1.0520
-0.6179 -1.0680 0.7001
-0.0208 -0.2992 -0.4370
0.8110 -0.7982 0.1923
1.1064 1.3549 -0.7236
-0.7955 -0.2089 0.2856

---

Record 2
C25H52InNOPS2Ti | the ωB97M-V functional and the def2-TZVPD basis

Output
* HOMO level: -0.295 Ha
* ΔE to the lowest compared entry with this formula, charge and spin: 0.0000 eV
* total charge: +1
* frontier orbital gap: 1.2722 eV

Cartesian coordinates (Å):
1 C -3.674 0.739 -2.142
2 C -4.861 -0.207 -2.465
3 C -4.720 -0.866 -3.847
4 C -4.158 -2.309 -3.794
5 C -2.784 -2.510 -4.539
6 C -1.536 -2.209 -3.749
7 C -1.306 -3.206 -2.615
8 C -1.851 -2.818 -1.228
9 N -0.779 -2.835 -0.242
10 C -1.253 -3.170 1.123
11 C -2.378 -2.280 1.665
12 C -2.393 -2.355 3.189
13 C -1.348 -1.545 3.963
14 C -0.949 -0.180 3.429
15 C -2.096 0.823 3.326
16 C -1.643 2.259 3.659
17 C -1.024 2.937 2.435
18 C 0.133 -1.802 -0.338
19 S -0.039 -0.485 -1.312
20 S 1.590 -2.127 0.569
21 C 2.606 -0.671 0.311
22 C 2.177 0.589 1.091
23 C 3.339 1.398 1.634
24 In 4.876 1.878 0.072
25 C 6.674 2.753 0.992
26 C 6.758 2.276 2.448
27 C 7.618 1.093 2.717
28 O 7.957 2.533 3.087
29 P 3.742 3.641 -1.444
30 C 2.257 4.384 -0.703
31 C 3.138 2.793 -2.937
32 H -3.341 0.601 -1.119
33 H -3.956 1.774 -2.297
34 H -2.838 0.536 -2.805
35 H -4.935 -0.969 -1.696
36 H -5.761 0.397 -2.459
37 H -4.160 -0.218 -4.517
38 H -5.725 -0.936 -4.278
39 H -4.916 -3.008 -4.275
40 H -4.094 -2.665 -2.774
41 H -2.766 -3.565 -4.935
42 H -2.764 -1.815 -5.467
43 H -0.702 -2.288 -4.447
44 H -1.534 -1.180 -3.400
45 H -0.251 -3.426 -2.495
46 H -1.770 -4.143 -2.923
47 H -2.429 -1.894 -1.249
48 H -2.536 -3.602 -0.908
49 H -1.629 -4.190 1.050
50 H -0.432 -3.200 1.825
51 H -2.326 -1.273 1.252
52 H -3.328 -2.694 1.327
53 H -3.396 -2.188 3.570
54 H -2.178 -3.400 3.423
55 H -1.766 -1.371 4.956
56 H -0.467 -2.161 4.133
57 H -0.178 0.220 4.084
58 H -0.481 -0.315 2.453
59 H -2.501 0.844 2.313
60 H -2.923 0.538 3.975
61 H -2.532 2.815 3.944
62 H -0.923 2.209 4.470
63 H -0.478 2.226 1.817
64 H -1.820 3.361 1.826
65 H -0.361 3.756 2.701
66 H 2.609 -0.472 -0.756
67 H 3.617 -0.936 0.607
68 H 1.482 0.295 1.876
69 H 1.604 1.215 0.411
70 H 2.953 2.354 1.985
71 H 3.848 0.935 2.476
72 H 5.266 0.486 -0.926
73 H 6.659 3.841 1.020
74 H 7.558 2.376 0.490
75 H 5.845 2.340 3.042
76 H 8.341 0.833 1.960
77 H 7.666 0.650 3.698
78 H 2.577 4.927 0.181
79 H 1.578 3.588 -0.393
80 H 1.769 5.070 -1.388
81 H 2.440 3.421 -3.482
82 H 2.653 1.869 -2.618
83 H 3.980 2.532 -3.569
84 Ti -4.321 -2.619 -6.043

Atomic forces in eV per Å
-0.3735 -0.4711 -0.1741
0.8057 0.7030 -0.2109
-0.5472 -0.4468 0.2230
1.3126 0.2308 -0.4761
-1.4340 0.7778 0.6978
0.5527 -0.2845 -0.5141
-0.4009 0.1262 0.0373
-0.1012 -0.8152 -0.2161
-0.2468 1.1959 0.5795
-0.1878 -0.4880 -0.3159
-0.0759 -0.2587 -0.1408
0.2198 -0.2528 -0.0959
-0.2847 0.1653 0.4413
-0.0785 -0.3353 -0.4541
0.1505 0.4429 0.0719
-0.2589 -0.5268 -0.7073
-0.1494 0.0764 0.1032
0.3904 -0.2148 -0.1196
-0.0444 0.1327 -0.1114
0.0238 -0.2059 0.3063
-0.2606 0.6180 0.1684
0.0719 -0.2899 -0.3615
-0.6281 0.6891 -0.2980
1.1808 -0.5915 0.6956
-0.7030 -0.4549 1.1005
-0.3092 -0.7728 -1.1801
1.2632 2.5181 0.9999
-0.0354 -0.3002 -0.0651
-0.3445 -0.2769 -0.1129
0.4805 -0.0495 -0.0021
0.0832 0.3283 0.2827
0.1337 0.1505 0.1307
-0.0189 0.1596 0.0647
0.2466 -0.0481 0.0761
-0.2329 -0.1372 0.0690
-0.2844 -0.1478 0.1384
0.2103 0.0827 -0.0018
-0.1065 0.0249 -0.1236
-0.1911 -0.0138 0.6003
-0.1775 -0.2803 0.0801
0.1850 0.1092 -0.0365
0.6616 -0.0673 0.4210
0.1596 0.0714 -0.0404
-0.1505 0.0409 0.1243
0.1868 0.0983 -0.1130
0.0557 -0.2200 0.0705
0.1775 0.3108 0.0535
-0.1114 -0.0443 0.1050
0.0222 -0.1426 0.1455
0.3400 0.1557 -0.0880
0.1977 0.2093 0.1833
-0.1195 0.0622 -0.1775
-0.1287 0.3057 -0.0311
-0.2305 -0.1715 0.1402
0.0244 -0.1356 0.1670
0.2458 0.0366 -0.1382
0.1223 0.0450 0.0955
0.1100 0.0896 -0.1423
-0.1363 -0.1406 -0.1068
0.0034 -0.0984 0.1935
0.1152 0.2651 0.3913
-0.0796 0.1920 0.3136
0.1821 -0.0687 -0.0271
-0.0346 -0.0078 -0.2024
0.1171 0.0687 0.0535
0.1513 -0.0374 -0.1432
0.0668 -0.4264 0.0252
0.0156 0.0153 0.2643
-0.2036 0.0759 -0.0458
0.0542 0.1040 0.1326
0.3112 -0.2010 -0.1268
-0.1561 0.3118 -0.2345
0.0812 0.0984 -0.2596
0.1536 0.2566 -0.2396
0.1322 0.3084 0.1334
-0.2405 -0.6890 -0.1682
-0.5888 -0.9929 -0.3066
-0.0660 0.0982 0.1349
-0.2142 -0.0416 -0.0602
-0.1781 0.0107 -0.1010
-0.1491 -0.0265 -0.1150
-0.2054 -0.1083 -0.0626
0.1070 -0.0552 -0.0805
-0.6372 -0.4242 -1.2866